--- A ---
DFT (wB97M-V/def2-TZVPD) results for a 2-piece molecular cluster, C10H16 overall.

```
! wB97M-V def2-TZVPD RIJCOSX def2/J DEFGRID3
* xyz 0 1
C 1.449 -0.146 2.823
C 0.362 -0.131 1.726
C 0.694 0.822 0.609
C 0.746 2.193 0.859
C 0.872 3.101 -0.181
C 0.942 2.658 -1.490
C 0.936 1.289 -1.741
C 0.974 0.393 -0.687
H 1.225 0.475 3.684
H 2.439 0.077 2.434
H 1.553 -1.146 3.259
H 0.164 -1.152 1.416
H -0.552 0.262 2.183
H 0.508 2.542 1.856
H 0.999 4.154 0.042
H 0.861 3.329 -2.333
H 1.016 0.934 -2.760
H 1.009 -0.670 -0.888
C -1.299 -2.431 -1.286
C -2.819 -2.296 -1.388
H -0.794 -1.618 -1.824
H -0.845 -2.491 -0.299
H -0.889 -3.330 -1.753
H -3.299 -2.707 -0.501
H -3.146 -2.857 -2.257
H -3.105 -1.253 -1.504
*
```

Properties
**E_LUMO**: 1.01 eV
**HOMO**: -8.9 eV
**HOMO-LUMO gap**: 9.959 eV
**Structure (SMILES)**: CCc1ccccc1.CC

=====

--- B ---
DFT (wB97M-V/def2-TZVPD) results for a 2-piece molecular cluster, C10H16 overall.

```
! wB97M-V def2-TZVPD RIJCOSX def2/J DEFGRID3
* xyz 0 1
C 1.077 2.271 1.829
C 1.284 1.346 0.670
C 1.089 1.785 -0.634
C 1.361 0.926 -1.692
C 1.920 -0.322 -1.450
C 2.036 -0.798 -0.155
C 1.774 0.061 0.908
H 1.929 2.250 2.506
H 0.138 2.207 2.384
H 1.023 3.323 1.519
H 0.903 2.842 -0.758
H 1.290 1.248 -2.720
H 2.085 -0.927 -2.329
H 2.168 -1.829 0.151
H 1.947 -0.213 1.941
C -2.748 -2.197 -0.796
C -1.449 -1.479 -0.368
C -1.680 -0.255 0.528
H -3.572 -1.487 -0.864
H -3.053 -2.868 0.012
H -2.538 -2.763 -1.698
H -0.769 -2.127 0.183
H -0.967 -1.182 -1.301
H -1.860 -0.580 1.551
H -0.857 0.443 0.419
H -2.533 0.326 0.163
*
```

Properties
**E_LUMO**: 1.03 eV
**HOMO**: -9.0 eV
**HOMO-LUMO gap**: 10.038 eV
**Structure (SMILES)**: Cc1ccccc1.CCC

=====

--- C ---
DFT (wB97M-V/def2-TZVPD) results for a 2-piece molecular cluster, C10H16 overall.

```
! wB97M-V def2-TZVPD RIJCOSX def2/J DEFGRID3
* xyz 0 1
C -2.427 -1.660 -0.244
C -1.608 -0.438 -0.631
C -0.141 -0.662 -0.879
C 0.677 -1.171 0.147
C 1.966 -1.615 -0.123
C 2.525 -1.376 -1.395
C 1.760 -0.789 -2.362
C 0.452 -0.420 -2.125
H -3.264 -1.413 0.390
H -1.900 -2.448 0.284
H -2.948 -2.156 -1.032
H -1.975 0.030 -1.560
H -1.697 0.385 0.105
H 0.254 -1.379 1.127
H 2.603 -2.180 0.512
H 3.536 -1.708 -1.521
H 2.194 -0.512 -3.333
H -0.064 0.077 -2.925
C 0.236 1.936 1.444
C -0.348 2.900 2.468
H 0.877 1.184 1.910
H -0.337 1.334 0.759
H 0.929 2.517 0.825
H -0.996 2.435 3.200
H -0.880 3.830 2.074
H 0.574 3.298 2.885
*
```

Properties
**E_LUMO**: 0.96 eV
**HOMO**: -9.0 eV
**HOMO-LUMO gap**: 9.952 eV
**Structure (SMILES)**: CCc1ccccc1.CC

=====

--- D ---
DFT (wB97M-V/def2-TZVPD) results for a 2-piece molecular cluster, C10H16 overall.

```
! wB97M-V def2-TZVPD RIJCOSX def2/J DEFGRID3
* xyz 0 1
C -1.185 -1.607 -0.361
C 0.022 -0.838 0.241
C 0.374 0.158 -0.751
C 1.583 0.920 -0.605
C 2.034 1.788 -1.619
C 1.477 2.168 -2.821
C 0.205 1.564 -2.863
C -0.388 0.631 -1.926
H -1.702 -0.856 -1.227
H -1.976 -1.630 0.416
H -0.902 -2.535 -0.847
H -0.033 -0.456 1.316
H 0.901 -1.681 0.277
H 2.283 0.571 0.176
H 2.895 2.169 -1.372
H 1.879 2.702 -3.613
H -0.464 1.922 -3.720
H -1.433 0.378 -2.108
C -1.466 -0.942 3.877
C -1.433 -2.327 4.418
H -0.425 -0.521 3.888
H -1.985 -0.862 2.839
H -1.998 -0.252 4.594
H -2.509 -2.560 4.593
H -0.920 -3.074 3.788
H -0.952 -2.400 5.449
*
```

Properties
**E_LUMO**: 1.01 eV
**HOMO**: -8.9 eV
**HOMO-LUMO gap**: 9.896 eV
**Structure (SMILES)**: CCc1ccccc1.CC

=====

Stability verdict: A, ahead by 0.0027 hartree

=====

--- A ---
DFT (wB97M-V/def2-TZVPD) results for a 2-piece molecular cluster, C10H16 overall.

```
! wB97M-V def2-TZVPD RIJCOSX def2/J DEFGRID3
* xyz 0 1
C 1.834 -1.181 -1.716
C 0.454 -1.470 -1.115
C 0.365 -1.914 0.144
C -0.807 -2.216 0.732
C -2.044 -1.902 0.032
C -1.906 -1.441 -1.334
C -0.668 -1.323 -1.932
H 1.536 -0.638 -2.764
H 2.249 -2.138 -1.933
H 2.594 -0.689 -1.200
H 1.345 -2.052 0.735
H -0.940 -2.719 1.625
H -2.959 -2.147 0.416
H -2.730 -1.483 -2.056
H -0.550 -1.255 -2.983
C 1.235 2.041 1.955
C 0.044 1.588 1.104
C -0.735 2.827 0.436
H 1.572 1.216 2.687
H 1.033 2.842 2.787
H 2.161 2.403 1.305
H 0.448 1.110 0.258
H -0.481 1.082 1.943
H -1.269 3.504 1.049
H -0.030 3.443 -0.150
H -1.751 2.512 -0.024
*
```

Properties
**E_LUMO**: 0.96 eV
**HOMO**: -8.9 eV
**HOMO-LUMO gap**: 9.831 eV
**Structure (SMILES)**: Cc1ccccc1.CCC

=====

--- B ---
DFT (wB97M-V/def2-TZVPD) results for a 2-piece molecular cluster, C10H16 overall.

```
! wB97M-V def2-TZVPD RIJCOSX def2/J DEFGRID3
* xyz 0 1
C 0.877 -1.141 -0.571
C -0.307 -0.184 -0.876
C -1.501 -0.578 -0.199
C -1.976 -0.087 1.092
C -2.919 -0.833 1.770
C -3.082 -2.202 1.417
C -2.745 -2.636 0.212
C -2.196 -1.698 -0.752
H 0.527 -2.150 -0.530
H 1.281 -1.079 0.415
H 1.715 -1.051 -1.334
H 0.018 0.893 -0.640
H -0.563 -0.073 -2.017
H -1.725 0.952 1.319
H -3.609 -0.536 2.624
H -3.482 -2.861 2.200
H -2.712 -3.663 -0.043
H -1.941 -2.002 -1.676
C 3.215 2.761 -0.998
C 2.835 2.447 0.386
H 3.717 3.650 -1.145
H 3.923 2.019 -1.363
H 2.345 2.818 -1.672
H 3.685 2.504 1.028
H 2.232 3.250 0.799
H 2.389 1.478 0.553
*
```

Properties
**E_LUMO**: 0.81 eV
**HOMO**: -8.6 eV
**HOMO-LUMO gap**: 9.439 eV
**Structure (SMILES)**: CCc1ccccc1.CC

=====

Stability verdict: B, ahead by 0.0190 hartree

=====

--- A ---
DFT (wB97M-V/def2-TZVPD) results for a 2-piece molecular cluster, C10H16 overall.

```
! wB97M-V def2-TZVPD RIJCOSX def2/J DEFGRID3
* xyz 0 1
C -1.641 3.071 2.478
C -0.961 1.736 2.524
C -1.007 0.833 1.473
C -0.334 -0.383 1.547
C 0.408 -0.699 2.675
C 0.526 0.217 3.714
C -0.189 1.403 3.639
H -2.525 3.057 1.837
H -0.967 3.879 2.195
H -2.049 3.316 3.464
H -1.572 1.014 0.568
H -0.281 -1.070 0.705
H 0.915 -1.645 2.752
H 1.212 0.063 4.535
H -0.195 2.076 4.487
C -0.120 -0.590 -3.546
C 0.717 -1.705 -2.923
C 1.710 -2.318 -3.947
H -0.639 -0.945 -4.425
H 0.521 0.278 -3.693
H -0.835 -0.206 -2.803
H 1.333 -1.382 -2.080
H 0.068 -2.491 -2.533
H 1.610 -3.405 -3.990
H 1.523 -1.931 -4.949
H 2.769 -2.172 -3.706
*
```

Properties
**E_LUMO**: 0.97 eV
**HOMO**: -9.1 eV
**HOMO-LUMO gap**: 10.025 eV
**Structure (SMILES)**: Cc1ccccc1.CCC

=====

--- B ---
DFT (wB97M-V/def2-TZVPD) results for a 2-piece molecular cluster, C10H16 overall.

```
! wB97M-V def2-TZVPD RIJCOSX def2/J DEFGRID3
* xyz 0 1
C -1.683 1.895 -1.599
C -1.056 0.563 -1.807
C 0.145 0.566 -0.957
C 0.023 0.860 0.394
C 1.156 0.956 1.178
C 2.337 0.438 0.638
C 2.374 0.239 -0.728
C 1.312 0.331 -1.605
H -2.342 1.795 -0.714
H -2.634 2.291 -2.161
H -1.041 2.689 -1.360
H -1.580 -0.490 -1.582
H -0.760 0.386 -2.982
H -0.953 1.048 0.820
H 1.170 0.903 2.199
H 3.214 0.159 1.205
H 3.316 -0.031 -1.152
H 1.298 0.091 -2.703
C -1.610 -1.986 2.525
C -1.477 -2.892 1.342
H -2.342 -1.119 2.490
H -1.600 -2.328 3.485
H -0.656 -1.422 2.646
H -2.028 -2.672 0.463
H -1.808 -3.835 1.723
H -0.380 -3.290 1.337
*
```

Properties
**E_LUMO**: 0.95 eV
**HOMO**: -8.9 eV
**HOMO-LUMO gap**: 9.812 eV
**Structure (SMILES)**: CCc1ccccc1.CC

=====

Stability verdict: A, ahead by 0.1011 hartree

=====

--- A ---
DFT (wB97M-V/def2-TZVPD) results for a 2-piece molecular cluster, C10H16 overall.

```
! wB97M-V def2-TZVPD RIJCOSX def2/J DEFGRID3
* xyz 0 1
C -0.067 0.921 2.318
C -0.926 1.002 1.098
C -0.469 1.584 -0.055
C -1.370 1.883 -1.142
C -2.645 1.418 -1.049
C -3.036 0.599 0.057
C -2.177 0.339 1.108
H -0.287 1.731 3.036
H 1.007 0.857 1.990
H -0.195 0.045 2.951
H 0.531 2.071 -0.029
H -0.974 2.376 -2.012
H -3.359 1.406 -1.865
H -4.024 0.122 0.061
H -2.663 -0.122 1.971
C 2.751 -0.570 -0.471
C 1.888 -1.474 -1.373
C 0.999 -2.392 -0.554
H 2.170 -0.019 0.238
H 3.444 -0.087 -1.169
H 3.473 -1.150 0.086
H 1.431 -0.805 -2.105
H 2.468 -1.981 -2.136
H 1.304 -3.406 -0.626
H 0.892 -2.067 0.457
H -0.164 -2.282 -0.783
*
```

Properties
**E_LUMO**: 1.03 eV
**HOMO**: -9.1 eV
**HOMO-LUMO gap**: 10.114 eV
**Structure (SMILES)**: Cc1ccccc1.CCC

=====

--- B ---
DFT (wB97M-V/def2-TZVPD) results for a 2-piece molecular cluster, C10H16 overall.

```
! wB97M-V def2-TZVPD RIJCOSX def2/J DEFGRID3
* xyz 0 1
C 1.049 -0.975 3.030
C 1.088 -1.234 1.510
C -0.152 -0.849 0.704
C -0.947 0.233 1.041
C -2.068 0.606 0.334
C -2.451 -0.170 -0.737
C -1.651 -1.244 -1.099
C -0.458 -1.542 -0.478
H 1.962 -0.553 3.405
H 0.800 -1.883 3.569
H 0.282 -0.238 3.342
H 2.003 -0.959 0.931
H 1.132 -2.322 1.443
H -0.622 0.851 1.873
H -2.658 1.438 0.747
H -3.141 0.246 -1.473
H -1.916 -1.753 -2.029
H 0.187 -2.232 -1.000
C 0.907 2.126 -1.411
C 0.988 0.907 -2.342
H -0.108 2.590 -1.390
H 1.227 1.976 -0.390
H 1.536 2.968 -1.752
H 1.979 0.470 -2.136
H 0.885 1.323 -3.344
H 0.146 0.221 -2.347
*
```

Properties
**E_LUMO**: 1.03 eV
**HOMO**: -8.9 eV
**HOMO-LUMO gap**: 9.965 eV
**Structure (SMILES)**: CCc1ccccc1.CC

=====

Stability verdict: B, ahead by 0.0134 hartree